Below is a structure of composition C4H8N2O2 in a non-equilibrium geometry, with properties calculated with the ωB97M-V functional and the def2-TZVPD basis.

As for the relative energy (zero: lowest compared OMol25 entry of this formula, charge and spin): 207.6 kJ/mol. The electronic energy comes out at -11351.9610 eV. The charge is 0. As for the LUMO energy: 0.576 eV. The HOMO energy is -9.73 eV.

CARTESIAN COORDINATES (ANGSTROEM)
1 C -1.23430 0.75184 0.16748
2 C 1.95469 -0.17496 0.36376
3 C -0.93586 -1.10908 -0.42098
4 C -1.76724 -0.51406 0.74378
5 N -0.46924 0.26143 -0.74519
6 N 2.49364 0.43511 -0.71256
7 O -1.51970 2.01330 0.45182
8 O 1.79760 -1.36248 0.47274
9 H -1.05235 2.59825 -0.16116
10 H -0.13565 -1.79305 -0.15264
11 H 1.74511 0.53376 1.18923
12 H -1.53404 -1.50850 -1.23615
13 H 2.56406 -0.13116 -1.54607
14 H 2.31684 1.41145 -0.86409
15 H -2.84509 -0.65641 0.72063
16 H -1.37847 -0.75546 1.72941

Results of the natural (NBO) charge analysis, in e, for atoms 1 through 5: atom 1 (C): 0.5402, atom 2 (C): 0.5472, atom 3 (C): -0.2306, atom 4 (C): -0.4963, atom 5 (N): -0.5150